C37H72NO16S9 | the ωB97M-V functional and the def2-TZVPD basis

As for the multiplicity: 1. The total charge is -1. As for the HOMO energy: -1.556 eV.

Atoms and positions in Å:
C  2.362  -4.497  1.882
C  1.385  -3.930  1.399
C  0.072  -3.482  0.637
C  -1.182  -3.293  1.589
C  -1.740  -4.638  2.253
N  -1.046  -5.866  1.856
S  -1.876  -6.708  0.600
H  3.309  -5.090  1.975
H  -0.166  -4.219  -0.181
H  0.337  -2.443  0.209
H  -1.991  -2.770  0.972
H  -0.864  -2.594  2.433
H  -2.870  -4.735  2.090
H  -1.609  -4.545  3.391
H  -2.720  -5.832  -0.085
C  1.825  1.423  -1.158
C  0.818  2.579  -1.134
C  -0.538  1.993  -0.740
S  -0.191  0.552  0.261
O  -0.646  -0.619  -0.448
O  -0.570  0.820  1.631
C  1.584  0.638  0.127
H  2.853  1.782  -1.222
H  1.634  0.784  -2.026
H  1.131  3.319  -0.393
H  0.758  3.084  -2.093
H  -1.130  2.701  -0.159
H  -1.102  1.667  -1.615
H  2.001  -0.366  0.103
H  1.958  1.178  0.995
C  -5.109  -0.852  1.795
C  -5.520  -2.048  0.932
C  -6.113  -1.494  -0.368
S  -5.332  0.095  -0.636
O  -6.340  1.130  -0.531
O  -4.441  0.005  -1.771
C  -4.363  0.092  0.862
H  -4.488  -1.156  2.639
H  -6.002  -0.358  2.192
H  -4.637  -2.653  0.705
H  -6.234  -2.692  1.447
H  -5.904  -2.146  -1.216
H  -7.188  -1.331  -0.281
H  -4.281  1.106  1.253
H  -3.372  -0.298  0.617
C  -8.065  3.328  -3.448
C  -9.363  3.712  -4.164
C  -10.214  2.445  -4.281
S  -9.748  1.400  -2.901
O  -9.114  0.211  -3.419
O  -10.842  1.340  -1.959
C  -8.485  2.481  -2.253
H  -7.499  4.207  -3.136
H  -7.433  2.741  -4.121
H  -9.898  4.461  -3.571
H  -9.170  4.149  -5.146
H  -11.279  2.667  -4.222
H  -9.998  1.903  -5.203
H  -7.668  1.890  -1.836
H  -8.940  3.096  -1.475
C  7.140  0.482  1.030
C  7.273  -1.014  1.324
C  5.865  -1.560  1.571
S  4.751  -0.516  0.639
O  3.910  0.198  1.569
O  4.210  -1.263  -0.472
C  5.998  0.607  0.027
H  8.067  0.902  0.636
H  6.890  1.017  1.950
H  7.717  -1.518  0.458
H  7.924  -1.202  2.181
H  5.766  -2.589  1.226
H  5.589  -1.492  2.624
H  5.591  1.616  -0.038
H  6.302  0.260  -0.963
C  -4.307  1.419  -7.406
C  -4.060  0.851  -6.005
C  -3.396  1.951  -5.174
S  -3.955  3.506  -5.866
O  -2.819  4.190  -6.440
O  -4.848  4.151  -4.929
C  -4.919  2.798  -7.191
H  -4.965  0.776  -7.993
H  -3.357  1.510  -7.940
H  -5.015  0.572  -5.551
H  -3.439  -0.046  -6.037
H  -3.690  1.896  -4.125
H  -2.309  1.916  -5.258
H  -4.864  3.436  -8.072
H  -5.952  2.721  -6.846
C  10.822  -3.452  5.312
C  10.400  -4.644  4.449
C  9.829  -4.086  3.143
S  10.638  -2.510  2.876
O  9.647  -1.464  2.970
O  11.536  -2.619  1.751
C  11.594  -2.522  4.384
H  11.430  -3.763  6.163
H  9.934  -2.944  5.698
H  11.275  -5.265  4.233
H  9.670  -5.274  4.960
H  10.034  -4.744  2.300
H  8.756  -3.906  3.221
H  11.688  -1.508  4.772
H  12.580  -2.928  4.150
C  -1.510  6.588  -4.304
C  -2.635  6.207  -3.336
C  -1.991  5.515  -2.136
S  -0.334  6.177  -2.001
O  0.611  5.116  -2.266
O  -0.249  7.005  -0.821
C  -0.423  7.227  -3.443
H  -1.859  7.269  -5.082
H  -1.122  5.689  -4.791
H  -3.153  7.114  -3.007
H  -3.377  5.560  -3.809
H  -2.534  5.718  -1.213
H  -1.913  4.438  -2.292
H  0.548  7.266  -3.935
H  -0.717  8.225  -3.113
C  2.694  -2.915  7.528
C  1.719  -3.334  6.424
C  2.538  -3.575  5.154
S  4.172  -4.065  5.697
O  5.118  -3.043  5.303
O  4.381  -5.461  5.393
C  3.855  -3.897  7.448
H  2.223  -2.931  8.512
H  3.050  -1.898  7.339
H  1.213  -4.259  6.717
H  0.949  -2.579  6.258
H  2.108  -4.368  4.542
H  2.638  -2.664  4.563
H  4.752  -3.545  7.956
H  3.568  -4.879  7.830

Cartesian forces (eV/Å) of the 2 atoms listed first:
C 0.035 0.261 -1.254
C -0.724 -1.149 -0.556

---

C37H73AsCsN8OPSeSi3 | the ωB97M-V functional and the def2-TZVPD basis

As for the multiplicity: 1. The total charge is -2. As for the HOMO energy: -1.155 eV.

Atoms and positions in Å:
Cs  1.289  1.571  1.273
N  -1.883  3.099  2.515
C  -2.562  2.027  2.127
N  -2.812  1.991  0.805
C  -2.226  3.139  0.420
N  -1.654  3.830  1.403
C  -1.984  3.534  -0.977
C  -2.183  4.851  -1.410
N  -1.855  5.264  -2.627
C  -1.305  4.350  -3.427
C  -1.122  3.040  -3.018
N  -1.472  2.624  -1.805
H  -0.503  2.720  3.694
H  -2.815  1.236  2.818
H  -2.610  5.577  -0.729
H  -1.002  4.672  -4.417
H  -0.655  2.304  -3.665
C  -2.171  0.245  6.321
Si  -2.513  -1.314  5.360
C  -4.283  -1.304  4.711
C  -2.370  -2.784  6.537
As  -1.111  -1.406  3.479
Si  -1.903  -3.327  2.398
C  -0.516  -3.978  1.299
C  -2.544  -4.786  3.412
C  -3.307  -2.763  1.283
Si  0.891  -2.216  4.418
C  0.850  -4.049  4.892
C  2.194  -2.019  3.076
C  1.324  -1.263  5.963
H  -3.053  0.539  6.899
H  -1.857  1.067  5.671
H  -1.340  0.093  7.014
H  -4.980  -1.088  5.526
H  -4.554  -2.271  4.281
H  -4.418  -0.541  3.940
H  -3.062  -2.649  7.375
H  -1.361  -2.852  6.949
H  -2.602  -3.730  6.047
H  0.274  -4.457  1.880
H  -0.059  -3.164  0.732
H  -0.905  -4.718  0.592
H  -1.818  -5.116  4.156
H  -2.763  -5.628  2.748
H  -3.467  -4.523  3.935
H  -2.969  -1.951  0.636
H  -4.148  -2.383  1.869
H  -3.671  -3.582  0.654
H  0.569  -4.692  4.057
H  0.154  -4.235  5.712
H  1.850  -4.351  5.222
H  2.252  -2.913  2.450
H  3.183  -1.828  3.498
H  1.933  -1.182  2.428
H  0.637  -1.499  6.779
H  1.268  -0.189  5.764
H  2.337  -1.525  6.286
Se  0.645  2.056  4.422
C  -5.328  0.031  -0.661
C  -4.693  0.812  -1.800
N  -5.047  0.241  -3.105
C  -6.349  0.600  -3.647
C  -6.229  1.687  -4.707
C  -4.377  -0.780  -3.696
O  -4.831  -1.404  -4.650
C  -3.013  -1.083  -3.148
C  -2.758  -2.240  -2.432
C  -1.498  -2.409  -1.884
C  -0.536  -1.425  -2.078
N  -0.749  -0.349  -2.831
C  -1.963  -0.192  -3.341
H  -5.038  0.481  0.286
H  -4.973  -1.003  -0.669
H  -6.419  0.018  -0.740
H  -3.615  0.849  -1.670
H  -5.032  1.850  -1.794
H  -6.973  0.939  -2.819
H  -6.805  -0.292  -4.075
H  -5.750  2.577  -4.297
H  -7.214  1.969  -5.087
H  -5.628  1.325  -5.541
H  -3.542  -2.972  -2.278
H  -1.267  -3.276  -1.280
H  0.432  -1.489  -1.589
H  -2.136  0.711  -3.919
C  2.756  1.788  -4.223
C  3.612  2.382  -3.096
C  4.842  3.053  -3.712
C  2.721  3.449  -2.442
P  3.869  0.998  -1.781
N  2.601  0.719  -0.983
C  4.529  -0.535  -2.758
C  5.120  -1.508  -1.730
C  5.561  -0.321  -3.868
C  3.291  -1.241  -3.333
C  5.335  1.577  -0.657
C  5.285  0.689  0.600
C  6.756  1.578  -1.225
C  5.016  3.000  -0.174
H  2.365  2.606  -4.840
H  1.911  1.233  -3.809
H  3.321  1.129  -4.883
H  4.517  3.757  -4.489
H  5.521  2.340  -4.180
H  5.409  3.627  -2.978
H  2.321  4.110  -3.219
H  3.253  4.070  -1.725
H  1.892  2.960  -1.928
H  6.083  -1.178  -1.341
H  5.280  -2.481  -2.210
H  4.432  -1.645  -0.894
H  6.462  0.180  -3.513
H  5.159  0.257  -4.699
H  5.865  -1.297  -4.271
H  2.468  -1.160  -2.620
H  3.519  -2.299  -3.506
H  2.964  -0.817  -4.280
H  5.823  -0.249  0.472
H  4.244  0.450  0.828
H  5.735  1.217  1.447
H  7.107  0.573  -1.463
H  7.445  1.991  -0.477
H  6.846  2.189  -2.124
H  3.981  3.083  0.162
H  5.182  3.751  -0.946
H  5.669  3.247  0.669

Cartesian forces (eV/Å) of the 2 atoms listed first:
Cs -0.687 0.259 -0.254
N -0.324 0.201 0.096

---

C37H73Li5O16P | the ωB97M-V functional and the def2-TZVPD basis

As for the multiplicity: 1. The total charge is +1. As for the HOMO energy: -10.996 eV.

Atoms and positions in Å:
Li  12.618  -0.612  -14.878
Li  12.687  -5.213  -16.146
Li  14.301  -2.032  -16.850
Li  13.914  -3.582  -13.680
Li  11.051  -3.736  -13.683
P  12.424  -2.832  -15.576
O  13.778  -3.533  -15.812
O  11.341  -3.892  -15.662
O  12.415  -1.590  -16.453
O  12.434  -2.417  -14.096
O  12.335  -7.351  -12.710
C  12.673  -6.342  -13.523
O  13.065  -6.597  -14.695
O  12.572  -5.146  -13.138
H  12.414  -8.124  -13.302
C  11.332  -7.241  -19.637
C  10.572  -5.938  -19.503
C  11.006  -5.388  -18.089
O  12.134  -6.204  -17.733
C  12.579  -7.037  -18.793
H  11.584  -7.594  -20.638
H  10.748  -8.069  -19.221
H  9.487  -6.008  -19.491
H  10.891  -5.214  -20.255
H  10.179  -5.591  -17.415
H  11.248  -4.333  -18.167
H  12.964  -7.963  -18.371
H  13.364  -6.549  -19.383
C  14.632  2.188  -18.784
C  14.668  3.274  -17.697
C  13.255  3.800  -17.780
O  12.459  2.638  -17.923
C  13.203  1.637  -18.653
H  15.379  1.399  -18.691
H  14.735  2.596  -19.792
H  15.467  3.991  -17.875
H  14.827  2.786  -16.733
H  13.139  4.542  -18.579
H  12.966  4.331  -16.870
H  12.749  1.429  -19.618
H  13.214  0.800  -17.951
C  17.471  -6.877  -18.492
C  16.588  -6.181  -17.481
C  16.066  -4.978  -18.285
O  16.204  -5.327  -19.651
C  16.764  -6.648  -19.798
H  17.747  -7.920  -18.326
H  18.434  -6.348  -18.495
H  17.061  -5.975  -16.525
H  15.716  -6.810  -17.264
H  16.603  -4.070  -17.989
H  14.996  -4.863  -18.087
H  17.396  -6.668  -20.683
H  15.929  -7.342  -19.947
C  6.813  -3.594  -13.739
C  7.005  -4.750  -12.764
C  8.315  -5.386  -13.260
O  9.054  -4.323  -13.836
C  8.148  -3.414  -14.477
H  6.486  -2.668  -13.268
H  6.050  -3.867  -14.470
H  6.141  -5.408  -12.732
H  7.200  -4.378  -11.756
H  8.123  -6.167  -14.003
H  8.926  -5.760  -12.439
H  8.032  -3.667  -15.533
H  8.543  -2.399  -14.436
C  13.353  -1.522  -20.850
C  14.822  -1.217  -21.137
C  15.574  -1.646  -19.865
O  14.541  -1.899  -18.900
C  13.402  -2.391  -19.597
H  12.841  -1.981  -21.693
H  12.818  -0.608  -20.590
H  15.113  -0.183  -21.319
H  15.152  -1.828  -21.978
H  16.251  -0.902  -19.450
H  16.145  -2.560  -20.056
H  12.517  -2.308  -18.962
H  13.456  -3.475  -19.767
C  15.333  -2.488  -9.576
C  15.013  -1.127  -10.203
C  14.510  -1.448  -11.615
O  14.541  -2.862  -11.756
C  15.502  -3.359  -10.824
H  14.490  -2.831  -8.976
H  16.250  -2.471  -8.994
H  15.964  -0.587  -10.221
H  14.321  -0.495  -9.650
H  15.121  -0.920  -12.359
H  13.467  -1.146  -11.730
H  16.511  -3.204  -11.218
H  15.342  -4.416  -10.629
C  11.540  -3.267  -9.760
C  11.118  -1.813  -9.906
C  10.561  -1.773  -11.347
O  10.361  -3.134  -11.732
C  10.475  -3.958  -10.584
H  11.599  -3.576  -8.714
H  12.523  -3.438  -10.204
H  11.928  -1.092  -9.786
H  10.318  -1.525  -9.223
H  11.296  -1.339  -12.028
H  9.641  -1.186  -11.373
H  10.748  -4.975  -10.867
H  9.523  -4.026  -10.038
C  9.155  -1.597  -19.179
C  9.607  -0.187  -18.848
C  8.503  0.254  -17.891
O  8.090  -0.947  -17.228
C  8.685  -2.113  -17.823
H  9.958  -2.247  -19.539
H  8.334  -1.637  -19.894
H  9.681  0.487  -19.704
H  10.592  -0.173  -18.377
H  7.650  0.674  -18.431
H  8.777  0.997  -17.142
H  8.002  -2.962  -17.855
H  9.523  -2.379  -17.170
C  17.385  -6.056  -13.188
C  18.025  -4.678  -13.484
C  16.928  -3.973  -14.258
O  15.695  -4.487  -13.711
C  15.914  -5.890  -13.514
H  17.516  -6.276  -12.127
H  17.833  -6.883  -13.736
H  18.951  -4.745  -14.050
H  18.178  -4.167  -12.537
H  16.902  -4.162  -15.333
H  16.877  -2.897  -14.075
H  15.614  -6.432  -14.416
H  15.258  -6.253  -12.723

Cartesian forces (eV/Å) of the 2 atoms listed first:
Li -0.518 -0.040 0.279
Li 0.280 -0.757 0.632